Here is 3 unconnected molecules or ions with the total composition C34H53BrN2O12PS from the OMol25 dataset. Energies are from ωB97M-V/def2-TZVPD.

The geometry in XYZ format:
```
104
Properties=species:S:1:pos:R:3:forces:R:3
Br 2.97501 2.33063 -1.79682 -0.231 -0.488 0.285
S 2.07819 1.15596 3.62224 -0.507 -0.233 0.718
P 0.35472 -3.25921 2.86203 4.284 -2.875 0.131
O 3.00056 1.87926 1.12905 -0.221 -1.709 -1.487
O 3.78602 4.48429 1.72030 -0.677 -2.337 -5.681
O 0.45250 -0.46152 2.38622 0.919 -0.684 -0.531
O -1.81275 -8.80947 -5.79541 -0.003 0.235 0.212
O 3.25738 5.03464 -0.49576 0.774 -2.783 1.415
O 0.64834 -2.87126 4.50603 -2.632 0.128 -2.741
O -1.70857 -4.89832 -2.21716 -0.102 -0.310 -0.131
O 1.60538 -4.01265 2.36528 -3.087 1.891 1.050
O 0.05884 -1.32311 -2.08683 -0.241 -1.181 0.947
O -0.94534 -4.36182 2.82347 0.861 2.026 -0.475
O -6.09262 4.00690 0.90375 -0.114 0.354 -0.142
O -6.45971 8.56930 -1.77344 -0.024 -0.264 0.158
N 6.34401 -1.27038 4.15888 -0.618 1.267 -0.097
N -0.12311 1.68629 -0.59398 -0.240 -0.247 1.237
C 6.00847 2.93184 -1.13127 1.330 -0.496 0.347
C -2.20550 -0.07237 1.88019 -1.840 -1.119 -0.854
C 0.32478 -2.56759 -2.78309 1.692 0.630 -1.361
C -7.49023 5.64106 -0.04977 -0.222 0.249 -0.159
C 1.79919 -0.03390 2.15719 2.698 1.973 -0.143
C -0.00843 -1.66587 1.82007 -2.392 -0.953 -0.647
C -2.86054 -6.89540 -4.91640 -0.151 0.279 0.132
C -0.62559 -1.54028 -0.83025 -1.218 -0.859 0.055
C 2.95056 -1.12219 2.28165 -0.202 -1.470 0.404
C 0.60351 1.91808 0.71659 0.708 0.897 -0.880
C -2.83562 -5.91225 -4.01571 -0.170 -0.126 -0.268
C -4.96907 5.78678 -0.14764 0.164 0.247 -0.139
C -4.32750 1.32508 1.14661 0.931 -0.455 0.161
C -3.78380 -0.17720 1.47078 0.026 1.234 0.519
C -4.70595 1.41582 -1.53178 1.062 -0.606 1.022
C -1.78813 -7.91156 -4.97448 0.007 -0.351 -0.316
C -1.64944 -1.57753 1.93659 0.651 0.618 1.657
C -0.68561 -7.79526 -3.99656 0.152 0.153 0.255
C 3.54328 4.16252 0.38360 -0.346 3.533 3.903
C 7.59510 2.70240 -0.82314 -0.501 -0.538 -0.354
C 1.93092 0.96857 0.86112 -1.952 -0.052 0.827
C 1.79942 -2.42090 -3.44284 -0.018 -0.023 0.425
C 3.60250 2.55942 0.04317 3.003 2.185 1.417
C -0.66073 -6.81205 -3.09584 0.171 -0.260 -0.110
C -1.73316 -5.79618 -3.03794 0.017 0.308 0.299
C 4.45455 -0.64403 2.46907 1.289 -0.775 0.767
C -5.06092 6.93516 -0.81987 0.178 -0.228 0.129
C 5.19743 2.20874 0.06521 -0.202 -0.231 -1.357
C -3.80116 1.90120 -0.26014 -0.616 0.132 -0.462
C -6.37448 7.52252 -1.15838 0.046 0.393 -0.235
C -6.17651 5.05337 0.28889 0.099 -0.440 0.244
C 0.37303 -2.04543 0.32327 0.068 -0.746 -0.903
C 4.97250 -0.62643 4.02128 -0.281 1.006 -0.610
C -7.58189 6.78914 -0.72183 -0.181 -0.265 0.156
H -8.36439 5.09118 0.27651 0.042 -0.026 0.015
H 2.03817 -3.33577 -4.10509 -0.384 1.434 1.003
H 0.09204 -8.54682 -4.05304 -0.034 -0.003 -0.031
H -0.13563 -2.32626 4.78430 1.044 -0.443 0.078
H -0.07966 1.87575 1.62752 0.860 -0.333 -1.240
H 2.70882 -1.72659 3.24310 0.290 0.989 -1.615
H 6.79854 -0.69358 4.89643 -0.158 -0.825 -0.679
H -4.28834 0.37351 -1.81687 -0.765 1.712 0.124
H -4.18683 7.48504 -1.14612 -0.036 0.013 -0.008
H 5.83561 2.44390 -2.15602 -0.088 0.631 1.651
H 2.95789 -1.93104 1.45214 -0.331 1.544 1.128
H -1.39222 -2.39433 -1.00557 1.030 1.348 0.314
H 8.23993 2.99355 -1.73196 -0.922 -0.172 1.511
H 5.77141 4.04302 -1.23936 0.209 -1.515 0.378
H -1.73405 0.59110 1.08345 -0.204 -0.964 1.306
H -3.79113 3.05228 -0.19039 -0.147 -1.796 -0.171
H 0.41326 1.06948 -1.21517 -0.261 0.812 0.207
H 1.42600 -1.77186 -0.02177 -1.378 -0.236 0.866
H -3.96354 -0.87828 0.58470 0.354 0.919 1.158
H -2.17968 -2.32002 1.25291 0.821 1.174 0.646
H 5.13590 0.48959 4.27056 -0.794 -1.646 0.004
H -2.72703 1.59148 -0.52558 -1.453 0.414 0.793
H -4.55140 2.15472 -2.38586 -0.476 -1.164 1.011
H 0.95516 3.02154 0.65358 -0.105 -1.929 0.524
H -3.61321 -5.16050 -3.95912 0.040 0.014 0.033
H -1.24362 -4.47531 1.88642 0.439 0.130 1.030
H 0.33983 -3.20476 0.26174 0.241 1.841 0.210
H 2.59159 -2.34422 -2.61027 -1.220 -0.230 -1.220
H -5.46558 1.37445 1.24611 1.563 -0.010 -0.389
H 5.31184 1.07742 -0.11039 -0.187 1.487 0.346
H -1.88451 -1.93983 3.01486 0.097 0.516 -1.724
H 7.77773 1.57088 -0.66643 -0.318 1.701 -0.182
H 4.76082 0.34929 2.01991 -0.838 -1.202 0.354
H 5.13069 -1.44273 1.96624 -1.206 1.179 0.669
H -1.23533 -0.61230 -0.59232 1.208 -0.989 -0.228
H -2.17210 0.36964 2.92979 0.261 -0.346 -1.588
H 6.83775 -1.00472 3.29054 -0.154 -0.259 0.616
H -0.31798 2.60177 -1.01358 0.433 -0.846 -0.086
H -5.79567 1.24993 -1.23760 1.359 0.588 -0.524
H 4.20341 -1.11516 4.73171 1.325 0.838 -1.152
H 0.32126 -3.48275 -2.10385 -0.270 1.300 -0.897
H -0.40809 -2.63672 -3.66003 0.687 -0.279 1.384
H 5.68333 2.48033 1.07097 -1.142 -0.209 -1.413
H 0.13847 -6.71207 -2.37180 -0.021 0.037 0.012
H -4.37646 -0.55835 2.37924 0.820 0.316 -1.370
H -3.65962 -6.99524 -5.64028 0.030 -0.035 -0.007
H 3.39520 1.56968 3.63695 -0.984 -0.537 -0.749
H 7.92443 3.23158 0.13214 -0.376 -0.546 -1.397
H -3.89416 1.98761 1.97729 -0.694 -0.841 -1.107
H -8.53547 7.23404 -0.97754 0.032 0.031 -0.018
H 2.06908 0.26400 -0.02736 0.052 1.329 0.737
H -4.01541 5.34219 0.10801 -0.023 -0.006 0.023
H 1.90314 -1.45456 -4.06000 -0.406 -1.540 0.882
```
Positions in Å, forces in eV/Å.

Total charge: -1
Highest occupied orbital energy: -0.1700 Eh
2S+1: 1


Here is a molecular structure, C22H12Cl3N10O7PbS from the OMol25 dataset. Energies are from ωB97M-V/def2-TZVPD.

The geometry in XYZ format:
```
56
Properties=species:S:1:pos:R:3:forces:R:3
Pb -0.84162 0.04280 -0.93349 -0.597 0.160 1.193
Cl 3.42212 3.83620 2.60798 0.057 0.100 0.051
Cl 3.43276 0.94545 2.64534 0.050 -0.074 -0.022
Cl 1.09166 2.39543 3.51911 0.033 0.029 0.011
S -2.44052 2.16606 -0.18896 -0.079 -0.144 -0.139
O -2.96720 -3.47915 5.36905 0.072 -0.103 0.155
O -4.50634 -1.98851 0.78347 0.161 0.069 -0.408
O -0.92573 -2.76369 6.06500 -0.121 -0.194 0.083
O 0.85166 1.61497 0.74158 0.125 -0.056 -0.235
O -2.90465 -1.28108 -0.63289 0.171 0.428 -0.818
O -0.19632 2.24006 -2.09052 -0.047 -0.191 -0.178
O 2.60454 2.85672 0.00736 -0.094 -0.231 -0.237
N -1.27605 1.16944 -7.45260 0.005 -0.081 0.071
N -1.21871 -0.41913 -5.57639 -0.104 -0.758 -0.319
N -0.04271 -2.59606 -1.01541 0.050 0.034 -0.036
N 3.74675 -0.56624 -1.86945 -0.141 0.123 0.006
N 1.67791 -0.52490 -1.30613 -0.397 0.013 -0.176
N 3.40694 -1.86763 -1.76046 -0.060 -0.100 -0.066
N -1.01175 -0.46153 -3.15592 -0.078 -0.258 -0.733
N -1.15259 -1.05450 1.40839 0.605 0.421 -0.455
N 0.78318 -5.23976 -1.03205 -0.047 -0.054 -0.019
N -0.29505 3.29390 -1.34261 -0.123 0.216 0.216
C 1.64284 -4.24866 -1.22982 -0.053 0.146 0.044
C -3.37054 -1.61808 0.49867 0.308 -0.040 1.336
C -2.33046 -1.59765 1.66125 -0.739 -0.288 -0.184
C -1.24689 0.46297 -6.53042 0.039 0.434 0.060
C -0.48811 -4.90325 -0.82395 0.210 -0.001 -0.043
C -0.40077 -1.61556 3.58318 0.051 0.190 -0.344
C 0.58974 4.29919 -1.52466 0.241 0.168 -0.055
C -1.26180 3.39221 -0.37451 0.012 -0.155 -0.039
C 0.56463 5.44617 -0.77655 -0.115 -0.098 -0.053
C 2.13585 -1.79373 -1.43124 0.232 0.266 0.026
C 1.23179 -2.91889 -1.21643 -0.114 -0.420 -0.002
C -1.62884 -2.20364 3.86123 -0.169 -0.496 0.776
C 2.69902 0.23352 -1.60627 0.360 -0.066 0.184
C -0.38366 5.56597 0.23762 -0.012 -0.104 -0.018
C -1.26855 4.53337 0.43697 0.097 0.145 0.067
C -1.87005 -2.90674 5.26449 0.126 0.586 -0.653
C 2.42643 2.39353 2.36170 -0.303 -0.058 -0.413
C -2.62021 -2.18414 2.89048 0.266 0.223 -0.321
C -1.11976 -0.37458 -4.31895 0.133 0.460 0.388
C -0.90727 -3.57758 -0.81701 -0.115 -0.189 0.044
C 1.88567 2.28601 0.83262 0.225 0.155 0.739
C -0.19908 -1.03811 2.33947 -0.089 -0.175 0.308
H -1.18330 -5.71748 -0.66268 -0.067 0.074 0.027
H 1.29600 6.21603 -0.97313 0.020 -0.019 0.011
H 4.68708 -0.31396 -2.10815 0.067 0.058 -0.001
H -0.41266 6.44315 0.86976 -0.002 -0.003 0.014
H 2.68209 -4.50291 -1.39861 -0.004 0.015 0.004
H 0.73135 -0.55016 2.07002 -0.033 0.025 0.012
H 0.37778 -1.60855 4.33297 -0.059 -0.056 0.074
H -1.93926 -3.28667 -0.65811 0.076 -0.059 -0.064
H 1.31447 4.11314 -2.30110 -0.044 -0.088 0.028
H -3.59219 -2.62114 3.05694 0.016 -0.046 0.107
H 2.71732 1.31326 -1.57025 0.020 0.075 0.018
H -1.99690 4.56412 1.23403 -0.022 -0.009 -0.023
```
Positions in Å, forces in eV/Å.

Total charge: -2
Highest occupied orbital energy (spin up / spin down): -0.1215 / -0.1222 Eh
2S+1: 2
⟨S²⟩: 0.76


Which relative energy (zero: lowest compared OMol25 entry of this formula, charge and spin) belongs to each record? In order, 153.3; 10.7 kcal per mole.
Which strongest force on any atom belongs to each record? In order, 0.1202; 0.0267 Eh/bohr.